Formula: C38H29AlFO24
Source: the OMol25 dataset
Level of theory: wB97M-V/def2-TZVPD

Computed properties:
HOMO-LUMO gap = 5.30 eV
HOMO energy = -5.786 eV
Spin multiplicity = 1
Charge = -1
Maximum force = 0.04004 hartree/bohr

Positions of all 93 atoms, in Å:
O -1.44 2.08 6.84
C -1.99 1.05 6.48
O -2.96 1.04 5.57
Al -2.63 0.02 4.09
F -3.09 -1.66 4.27
C -0.70 0.02 3.47
O 0.16 0.97 4.08
O 1.51 0.67 3.71
C -1.61 -0.29 7.08
C -2.57 -1.18 7.46
C -2.16 -2.38 7.98
C -0.84 -2.69 8.11
C 0.10 -1.76 7.73
C -0.27 -0.55 7.22
H -3.55 0.62 2.91
H -0.28 -0.99 3.60
H -0.72 0.24 2.38
H 1.48 0.19 2.87
H -3.62 -0.97 7.38
H -2.91 -3.11 8.27
H -0.51 -3.65 8.50
H 1.16 -1.97 7.84
H 0.44 0.21 6.93
C 4.30 -0.98 -0.03
C 5.16 -0.38 -0.86
C 4.78 0.84 -1.64
O 5.62 1.34 -2.37
C 3.44 1.37 -1.49
C 2.57 0.77 -0.66
C 2.95 -0.44 0.14
O 2.13 -0.92 0.89
O 1.33 1.22 -0.50
O 6.40 -0.84 -1.05
H 4.55 -1.86 0.54
H 3.17 2.24 -2.07
H 0.91 0.61 0.15
H 6.80 -0.22 -1.69
C 5.00 -5.41 8.45
C 3.96 -4.71 7.98
C 3.96 -3.21 7.97
O 2.99 -2.63 7.51
C 5.12 -2.51 8.51
C 6.15 -3.21 8.98
C 6.17 -4.71 8.97
O 7.15 -5.29 9.40
O 7.24 -2.63 9.49
O 2.87 -5.29 7.49
H 5.01 -6.49 8.46
H 5.10 -1.43 8.51
H 7.83 -3.36 9.76
H 2.27 -4.57 7.22
C -1.41 3.24 -0.66
C -2.70 2.90 -0.74
C -3.69 3.71 -1.53
O -4.84 3.34 -1.58
C -3.20 4.92 -2.19
C -1.91 5.25 -2.10
C -0.93 4.42 -1.34
O 0.24 4.79 -1.32
O -1.41 6.34 -2.69
O -3.19 1.82 -0.13
H -0.69 2.66 -0.09
H -3.92 5.51 -2.74
H -0.46 6.35 -2.47
H -4.14 1.81 -0.34
C 0.00 3.20 -4.88
C -1.16 2.61 -5.18
C -1.37 1.90 -6.49
O -2.44 1.37 -6.70
C -0.27 1.87 -7.44
C 0.90 2.46 -7.14
C 1.11 3.16 -5.82
O 2.20 3.65 -5.60
O 1.93 2.47 -7.97
O -2.20 2.63 -4.36
H 0.16 3.71 -3.94
H -0.43 1.37 -8.38
H 2.64 2.96 -7.51
H -2.92 2.13 -4.81
C -3.85 -1.27 -8.64
C -3.51 -0.89 -9.87
C -4.21 -1.43 -11.09
O -3.86 -1.03 -12.18
C -5.27 -2.41 -10.89
C -5.61 -2.80 -9.66
C -4.92 -2.24 -8.44
O -5.30 -2.61 -7.35
O -6.57 -3.69 -9.42
O -2.53 -0.02 -10.11
H -3.35 -0.89 -7.76
H -5.75 -2.80 -11.77
H -6.61 -3.78 -8.45
H -2.49 0.08 -11.08

Formula: C8H24O4
Source: the OMol25 dataset
Level of theory: wB97M-V/def2-TZVPD

Computed properties:
Energy relative to the best compared isomer or geometry (same formula, charge and spin) = 29.3 kcal/mol
SMILES string = CCO.CCO.CCO.CCO
HOMO-LUMO gap = 10.60 eV
HOMO energy = -10.099 eV
Spin multiplicity = 1
Maximum force = 0.04183 hartree/bohr

Positions of all 36 atoms, in Å:
C -0.43 -8.82 -18.05
C -1.20 -8.10 -19.21
O -2.36 -8.86 -19.57
H -0.07 -9.72 -18.55
H -1.13 -9.04 -17.24
H 0.37 -8.22 -17.62
H -0.47 -7.88 -19.99
H -1.59 -7.12 -18.89
H -2.85 -8.27 -20.14
C 3.36 -7.53 -13.83
C 3.54 -6.44 -14.95
O 2.85 -6.99 -16.04
H 3.65 -7.20 -12.83
H 3.90 -8.44 -14.07
H 2.30 -7.75 -13.68
H 4.57 -6.15 -15.16
H 3.05 -5.50 -14.68
H 2.13 -6.42 -16.30
C -1.03 -8.96 -14.30
C -1.84 -7.71 -14.19
O -3.22 -8.02 -13.86
H -1.34 -9.61 -15.12
H -1.21 -9.52 -13.38
H 0.03 -8.71 -14.38
H -1.83 -7.12 -15.11
H -1.37 -7.11 -13.41
H -3.70 -7.19 -13.98
C -7.13 -7.78 -11.97
C -7.11 -8.96 -12.96
O -6.29 -8.74 -14.09
H -7.50 -6.87 -12.44
H -6.12 -7.56 -11.63
H -7.81 -7.97 -11.14
H -8.09 -9.33 -13.26
H -6.75 -9.84 -12.40
H -5.37 -8.92 -13.92

Formula: C3H10OS
Source: the OMol25 dataset
Level of theory: wB97M-V/def2-TZVPD

Computed properties:
Energy relative to the best compared isomer or geometry (same formula, charge and spin) = 104.4 kcal/mol
HOMO-LUMO gap = 5.24 eV
HOMO energy = -7.054 eV
Spin multiplicity = 1
Maximum force = 0.04824 hartree/bohr

Positions of all 15 atoms, in Å:
C 1.08 -1.81 -0.91
C 0.18 -1.45 0.30
C 1.46 -1.08 0.74
S -0.42 1.44 -1.02
H 1.51 -0.99 -1.51
H 0.37 -2.10 -1.70
H 1.66 -2.72 -0.78
H -0.34 -2.30 0.74
H -0.50 -0.64 0.02
H 2.10 -1.61 1.44
H 1.58 0.00 0.64
H -0.58 1.07 -2.30
H -2.11 1.68 1.92
H -1.16 0.90 1.12
O -1.41 1.04 2.05

Formula: C4H13NOP
Source: the OMol25 dataset
Level of theory: wB97M-V/def2-TZVPD

Computed properties:
Energy relative to the best compared isomer or geometry (same formula, charge and spin) = 89.6 kcal/mol
HOMO-LUMO gap (alpha / beta) = 8.15 / 8.15 eV
HOMO energy (alpha / beta) = -13.302 / -13.302 eV
Spin multiplicity = 1
Charge = +1
Maximum force = 0.08093 hartree/bohr

Positions of all 20 atoms, in Å:
C 1.30 1.00 -0.72
C 0.92 0.15 1.54
C 1.28 -1.34 -0.43
C -2.99 -0.67 -0.04
N 0.86 -0.05 0.10
O -1.60 1.61 -0.16
P -1.48 0.07 -0.35
H 0.80 1.99 -0.40
H 2.41 1.22 -0.70
H 0.97 0.87 -1.78
H 0.92 -0.86 2.03
H 1.99 0.62 1.77
H 0.03 0.81 1.69
H 2.15 -1.90 0.05
H 0.60 -2.21 -0.32
H 1.53 -1.33 -1.55
H -3.34 -0.68 1.03
H -3.02 -1.65 -0.45
H -2.03 2.19 0.46
H -1.30 0.17 -1.78

> The lowest maximum force belongs to which entry?

C38H29AlFO24

> Among the records above, which one has the lowest maximum force?

C38H29AlFO24

> Look up the maximum force of the first one.

0.04004 hartree/bohr